{"formula": "C10H6N2OS2", "method": "ωB97M-V/def2-TZVPD", "species": ["C", "C", "C", "C", "C", "N", "C", "S", "C", "O", "S", "C", "N", "C", "C", "H", "H", "H", "H", "H", "H"], "xyz": [[-3.53182, -1.01832, 0.67388], [-2.20781, -0.54164, 0.03813], [-2.10123, 0.01368, -1.27666], [-0.80674, 0.37029, -1.74309], [0.31216, 0.20785, -0.91863], [1.49369, 0.66100, -1.41876], [2.44840, 0.71468, -0.58334], [4.02931, 1.36612, -1.04740], [4.63869, 1.22576, 0.63147], [5.55949, 1.98735, 0.91764], [3.64905, 0.33651, 1.79924], [2.30136, 0.24691, 0.74194], [1.21142, -0.27863, 1.27465], [0.17939, -0.33390, 0.45924], [-1.09113, -0.68992, 0.89936], [-3.62845, -0.41966, 1.52947], [-4.39937, -1.13342, 0.00130], [-3.36325, -2.01896, 0.96832], [-3.02072, -0.02439, -1.93736], [-0.53620, 0.64285, -2.79640], [-1.13624, -1.31419, 1.78699]], "de_lowest_kj_mol": 0.0, "spin_multiplicity": 1, "homo_energy_ev": -8.8279, "smiles": "Cc1ccc2nc3sc(=O)sc3nc2c1", "homo_lumo_gap_ev": 8.0535, "e_tot_ha": -1365.78702}


{"formula": "C10H7Cl3N4ORuSSbSe4", "method": "ωB97M-V/def2-TZVPD", "species": ["Ru", "N", "C", "S", "N", "N", "C", "C", "C", "C", "C", "C", "C", "O", "H", "H", "H", "H", "H", "H", "H", "Se", "Sb", "Se", "Se", "Se", "Cl", "C", "Cl", "Cl", "C", "N"], "xyz": [[-0.47945, -0.54738, -0.07222], [1.25574, -4.30769, 1.09149], [0.96086, -3.07320, 0.65937], [-0.74284, -2.73421, 0.30236], [1.88974, -2.19122, 0.50856], [1.43537, -0.97962, 0.01740], [2.39702, -0.14516, -0.27555], [2.26279, 1.16283, -0.79771], [3.44480, 1.92859, -0.94747], [3.40623, 3.18193, -1.48782], [2.17601, 3.70773, -1.92250], [1.01414, 2.98849, -1.80849], [1.02890, 1.70606, -1.23450], [-0.10653, 1.04985, -1.15684], [0.53247, -4.98269, 1.25630], [2.21168, -4.54574, 1.29560], [3.39743, -0.52618, -0.09409], [4.38358, 1.49967, -0.61981], [4.31117, 3.76323, -1.59035], [2.14565, 4.69697, -2.36028], [0.06611, 3.38207, -2.14771], [-0.54680, -3.15427, 4.04214], [-1.98002, -1.21858, 3.40711], [-4.02271, -1.91288, 2.45336], [-2.34551, 0.22573, 5.40049], [-0.44957, 0.36542, 2.06876], [-5.61602, 1.39618, 0.02773], [-5.00690, 0.16950, -1.08152], [-5.10169, 0.71934, -2.75716], [-5.84901, -1.36097, -0.86995], [-3.58620, -0.04214, -0.77211], [-2.48643, -0.22168, -0.53461]], "total_charge": 1, "de_lowest_kj_mol": 0.0, "spin_multiplicity": 5, "homo_energy_ev": [-11.4154, -11.3182], "homo_lumo_gap_ev": [6.5984, 5.3551], "e_tot_ha": -12398.89776}